Here is a cluster of 27 separate species, H54O27 in total from OMol25. Energies are from the ωB97M-V functional and the def2-TZVPD basis.

Results
Energy: -56160.7267 eV

Bonds (Å) are listed after each position.
Element x y z (Å)
1 O 0.45 -0.91 2.32  H2 0.957, H3 0.957
2 H 0.08 -0.18 2.81  O1 0.957
3 H 0.88 -1.46 2.98  O1 0.957
4 O -2.14 1.07 -0.47  H5 0.957, H6 0.957
5 H -2.20 1.53 0.36  O4 0.957
6 H -2.50 0.20 -0.29  O4 0.957
7 O 0.64 0.00 -0.30  H8 0.957, H9 0.957
8 H -0.13 0.49 -0.58  O7 0.957
9 H 0.53 -0.12 0.64  O7 0.957
10 O -3.19 3.76 0.15  H11 0.957, H12 0.957
11 H -3.06 3.61 1.09  O10 0.957
12 H -4.12 3.96 0.07  O10 0.957
13 O 1.41 4.28 3.95  H14 0.957, H15 0.957
14 H 2.32 4.54 3.77  O13 0.957
15 H 1.20 3.67 3.25  O13 0.957
16 O -0.87 0.83 4.40  H17 0.957, H18 0.957
17 H -1.76 0.54 4.60  O16 0.957
18 H -0.43 0.85 5.26  O16 0.957
19 O -2.48 1.88 2.17  H20 0.957, H21 0.957
20 H -2.03 1.41 2.87  O19 0.957
21 H -3.41 1.82 2.40  O19 0.957
22 O -0.56 3.91 -0.44  H23 0.957, H24 0.957
23 H -0.25 3.99 -1.35  O22 0.957
24 H -1.50 3.73 -0.52  O22 0.957
25 O -0.60 -4.54 -2.12  H26 0.957, H27 0.957
26 H -0.69 -4.17 -1.25  O25 0.957
27 H -1.50 -4.66 -2.43  O25 0.957
28 O 2.77 -3.07 -0.35  H29 0.957, H30 0.957
29 H 3.50 -2.91 0.25  O28 0.957
30 H 2.27 -2.25 -0.34  O28 0.957
31 O 3.98 -0.17 1.64  H32 0.957, H33 0.957
32 H 3.69 -0.39 2.53  O31 0.957
33 H 4.43 -0.95 1.33  O31 0.957
34 O 0.65 -2.08 -3.24  H35 0.957, H36 0.957
35 H 0.48 -1.75 -2.36  O34 0.957
36 H 0.18 -2.91 -3.29  O34 0.957
37 O 2.82 -1.73 -4.87  H38 0.957, H39 0.957
38 H 2.32 -1.85 -4.07  O37 0.957
39 H 3.04 -0.80 -4.88  O37 0.957
40 O 0.91 1.83 -5.16  H41 0.957, H42 0.957
41 H 0.37 1.11 -4.83  O40 0.957
42 H 0.53 2.04 -6.01  O40 0.957
43 O -0.20 -3.17 0.58  H44 0.957, H45 0.957
44 H 0.20 -2.50 1.13  O43 0.957
45 H 0.29 -3.97 0.76  O43 0.957
46 O -3.29 2.10 -2.82  H47 0.957, H48 0.957
47 H -2.47 2.56 -3.01  O46 0.957
48 H -3.18 1.79 -1.91  O46 0.957
49 O 1.12 2.57 1.85  H50 0.957, H51 0.957
50 H 1.47 2.04 1.14  O49 0.957
51 H 0.31 2.95 1.49  O49 0.957
52 O -2.69 -1.71 0.38  H53 0.957, H54 0.957
53 H -2.04 -2.41 0.29  O52 0.957
54 H -2.74 -1.54 1.32  O52 0.957
55 O -2.29 -1.85 3.08  H56 0.957, H57 0.957
56 H -2.87 -1.18 3.44  O55 0.957
57 H -1.71 -2.08 3.80  O55 0.957
58 O -0.87 -0.83 -4.96  H59 0.957, H60 0.957
59 H -1.70 -0.93 -4.49  O58 0.957
60 H -0.22 -1.24 -4.39  O58 0.957
61 O -0.81 3.56 -3.28  H62 0.957, H63 0.957
62 H -0.55 4.07 -4.04  O61 0.957
63 H -0.10 2.94 -3.15  O61 0.957
64 O -3.15 -1.40 -3.80  H65 0.957, H66 0.957
65 H -3.92 -1.15 -4.31  O64 0.957
66 H -3.43 -1.33 -2.89  O64 0.957
67 O 1.49 -2.84 4.19  H68 0.957, H69 0.957
68 H 1.94 -3.51 3.68  O67 0.957
69 H 2.12 -2.12 4.25  O67 0.957
70 O 4.79 -0.13 -2.30  H71 0.957, H72 0.957
71 H 4.18 -0.03 -3.03  O70 0.957
72 H 4.70 0.68 -1.79  O70 0.957
73 O -4.47 -1.24 -1.51  H74 0.957, H75 0.957
74 H -3.74 -1.45 -0.94  O73 0.957
75 H -5.14 -1.90 -1.31  O73 0.957
76 O 3.75 -1.36 4.11  H77 0.957, H78 0.957
77 H 3.95 -2.27 4.31  O76 0.957
78 H 4.25 -0.85 4.74  O76 0.957
79 O 3.86 2.19 3.19  H80 0.957, H81 0.957
80 H 3.54 1.60 2.52  O79 0.957
81 H 3.58 1.80 4.02  O79 0.957

---

Here is a cluster of 28 separate species, H56O28 in total from OMol25. Energies are from the ωB97M-V functional and the def2-TZVPD basis.

Results
Energy: -58244.3714 eV

Bonds (Å) are listed after each position.
Element x y z (Å)
1 O 4.12 -0.99 14.35  H2 0.970, H3 0.986
2 H 3.80 -0.98 15.27  O1 0.970
3 H 4.65 -0.16 14.34  O1 0.986
4 O 6.23 -4.04 16.87  H5 0.968, H6 0.977
5 H 6.02 -4.62 17.62  O4 0.968
6 H 5.50 -4.17 16.23  O4 0.977
7 O 9.14 -1.42 15.95  H8 0.943, H9 0.959
8 H 8.57 -1.07 15.28  O7 0.943
9 H 9.84 -0.78 16.09  O7 0.959
10 O 4.46 -2.13 18.82  H11 0.991, H12 0.977
11 H 3.69 -2.65 19.18  O10 0.991
12 H 4.89 -2.74 18.18  O10 0.977
13 O 11.03 -3.22 17.48  H14 1.002, H15 0.936
14 H 11.25 -2.28 17.72  O13 1.002
15 H 10.80 -3.60 18.31  O13 0.936
16 O 9.27 0.11 19.81  H17 0.963, H18 0.971
17 H 8.66 -0.54 19.46  O16 0.963
18 H 9.11 0.96 19.37  O16 0.971
19 O 11.23 -0.27 17.96  H20 0.946, H21 0.964
20 H 12.14 -0.03 18.01  O19 0.946
21 H 10.78 0.13 18.71  O19 0.964
22 O 7.77 -4.08 13.42  H23 0.934, H24 1.006
23 H 8.17 -3.86 12.61  O22 0.934
24 H 8.58 -4.24 14.00  O22 1.006
25 O 9.83 -5.10 19.34  H26 0.982, H27 0.941
26 H 9.17 -5.25 18.63  O25 0.982
27 H 10.01 -5.88 19.84  O25 0.941
28 O 7.13 -1.37 13.84  H29 1.004, H30 0.964
29 H 6.16 -1.36 13.60  O28 1.004
30 H 7.27 -2.32 13.96  O28 0.964
31 O 5.24 -5.19 14.34  H32 0.976, H33 0.999
32 H 4.90 -4.66 13.60  O31 0.976
33 H 6.05 -5.70 14.06  O31 0.999
34 O 2.92 -1.34 22.28  H35 0.976, H36 0.934
35 H 3.40 -0.68 21.73  O34 0.976
36 H 2.78 -0.91 23.10  O34 0.934
37 O 2.44 -3.19 20.27  H38 0.975, H39 0.985
38 H 2.81 -2.78 21.07  O37 0.975
39 H 1.68 -2.65 19.94  O37 0.985
40 O 7.78 -1.80 18.45  H41 0.963, H42 0.986
41 H 6.99 -2.33 18.57  O40 0.963
42 H 8.13 -2.01 17.55  O40 0.986
43 O 7.67 -3.68 21.13  H44 1.009, H45 0.974
44 H 8.44 -3.97 20.56  O43 1.009
45 H 6.92 -3.96 20.57  O43 0.974
46 O 8.98 -4.89 16.43  H47 1.008, H48 0.985
47 H 9.52 -4.21 16.95  O46 1.008
48 H 8.07 -4.52 16.45  O46 0.985
49 O 8.70 -7.55 17.17  H50 0.927, H51 0.939
50 H 9.03 -6.78 16.79  O49 0.927
51 H 8.72 -8.20 16.50  O49 0.939
52 O 7.07 2.90 16.23  H53 0.979, H54 0.941
53 H 6.83 2.43 17.06  O52 0.979
54 H 7.00 3.82 16.37  O52 0.941
55 O 4.97 -0.29 20.78  H56 0.986, H57 0.944
56 H 5.81 -0.35 21.30  O55 0.986
57 H 4.88 -0.99 20.15  O55 0.944
58 O 5.06 -4.86 19.67  H59 1.001, H60 0.965
59 H 5.26 -5.81 19.43  O58 1.001
60 H 4.23 -4.76 20.15  O58 0.965
61 O 6.45 1.32 13.49  H62 0.969, H63 0.996
62 H 6.93 0.47 13.43  O61 0.969
63 H 6.77 1.72 14.34  O61 0.996
64 O 10.52 -3.35 14.34  H65 0.964, H66 0.977
65 H 9.92 -2.66 14.63  O64 0.964
66 H 10.74 -3.79 15.18  O64 0.977
67 O 5.76 1.14 18.53  H68 0.994, H69 0.928
68 H 5.49 0.96 19.47  O67 0.994
69 H 5.92 0.29 18.20  O67 0.928
70 O 6.15 -6.66 18.08  H71 0.976, H72 0.946
71 H 5.68 -7.13 17.36  O70 0.976
72 H 7.08 -6.80 18.11  O70 0.946
73 O 4.42 -3.36 12.35  H74 0.983, H75 0.947
74 H 4.11 -2.55 12.81  O73 0.983
75 H 4.20 -3.19 11.44  O73 0.947
76 O 7.30 -0.87 21.76  H77 0.954, H78 0.962
77 H 7.53 -1.78 21.55  O76 0.954
78 H 7.91 -0.28 21.31  O76 0.962
79 O 3.26 -0.26 17.15  H80 0.962, H81 0.949
80 H 3.61 -0.90 17.79  O79 0.962
81 H 3.68 0.57 17.36  O79 0.949
82 O 4.58 -8.17 15.75  H83 0.994, H84 0.991
83 H 4.72 -7.62 14.93  O82 0.994
84 H 4.56 -9.11 15.45  O82 0.991

---

Here is a cluster of 29 separate species, H58O29 in total from OMol25. Energies are from the ωB97M-V functional and the def2-TZVPD basis.

Results
Energy: -60320.7791 eV

Bonds (Å) are listed after each position.
Element x y z (Å)
1 O 0.93 2.88 3.18  H2 0.957, H3 0.957
2 H 1.84 2.92 2.90  O1 0.957
3 H 0.94 2.32 3.96  O1 0.957
4 O 3.75 2.92 2.07  H5 0.957, H6 0.957
5 H 4.62 2.99 2.46  O4 0.957
6 H 3.84 3.33 1.21  O4 0.957
7 O 1.50 1.11 5.35  H8 0.957, H9 0.957
8 H 2.38 1.48 5.49  O7 0.957
9 H 1.35 0.56 6.11  O7 0.957
10 O -0.47 -1.57 -4.55  H11 0.957, H12 0.957
11 H 0.00 -2.41 -4.56  O10 0.957
12 H -0.11 -1.09 -5.29  O10 0.957
13 O -1.48 -2.25 4.80  H14 0.957, H15 0.957
14 H -1.25 -1.39 4.46  O13 0.957
15 H -2.31 -2.12 5.25  O13 0.957
16 O 4.27 -0.78 -4.71  H17 0.957, H18 0.957
17 H 3.71 -0.86 -3.95  O16 0.957
18 H 4.42 -1.69 -4.99  O16 0.957
19 O 0.98 0.15 -2.30  H20 0.957, H21 0.957
20 H 0.60 -0.28 -3.06  O19 0.957
21 H 1.80 -0.31 -2.14  O19 0.957
22 O -0.97 -5.03 0.21  H23 0.957, H24 0.957
23 H -1.45 -4.52 0.87  O22 0.957
24 H -1.59 -5.12 -0.51  O22 0.957
25 O 2.44 0.30 0.74  H26 0.957, H27 0.957
26 H 2.60 0.03 -0.16  O25 0.957
27 H 3.16 0.91 0.94  O25 0.957
28 O 0.02 4.13 0.45  H29 0.957, H30 0.957
29 H -0.19 5.00 0.79  O28 0.957
30 H 0.45 3.69 1.18  O28 0.957
31 O -4.64 -0.66 2.98  H32 0.957, H33 0.957
32 H -4.83 0.11 3.52  O31 0.957
33 H -3.82 -0.45 2.53  O31 0.957
34 O 0.32 3.25 -2.24  H35 0.957, H36 0.957
35 H 0.97 2.56 -2.14  O34 0.957
36 H 0.11 3.51 -1.34  O34 0.957
37 O -1.55 0.56 4.07  H38 0.957, H39 0.957
38 H -1.47 1.30 3.46  O37 0.957
39 H -1.56 0.97 4.93  O37 0.957
40 O -3.36 0.95 -0.75  H41 0.957, H42 0.957
41 H -3.06 1.06 0.15  O40 0.957
42 H -2.72 0.35 -1.15  O40 0.957
43 O -2.27 -0.80 1.79  H44 0.957, H45 0.957
44 H -1.58 -0.63 1.14  O43 0.957
45 H -1.96 -0.36 2.58  O43 0.957
46 O -2.36 2.08 1.71  H47 0.957, H48 0.957
47 H -2.63 2.64 0.99  O46 0.957
48 H -2.02 2.69 2.37  O46 0.957
49 O 2.89 -2.81 0.40  H50 0.957, H51 0.957
50 H 2.56 -2.60 1.27  O49 0.957
51 H 2.99 -3.76 0.40  O49 0.957
52 O 1.33 -0.68 3.01  H53 0.957, H54 0.957
53 H 1.34 0.05 3.64  O52 0.957
54 H 1.47 -0.26 2.16  O52 0.957
55 O -0.15 0.17 0.00  H56 0.957, H57 0.957
56 H 0.23 0.40 -0.85  O55 0.957
57 H 0.44 0.57 0.64  O55 0.957
58 O -2.22 -1.24 -2.20  H59 0.957, H60 0.957
59 H -1.92 -1.51 -1.34  O58 0.957
60 H -1.49 -1.45 -2.79  O58 0.957
61 O -2.57 -3.39 1.65  H62 0.957, H63 0.957
62 H -2.76 -2.46 1.63  O61 0.957
63 H -2.60 -3.62 2.58  O61 0.957
64 O -1.74 2.86 -5.14  H65 0.957, H66 0.957
65 H -1.89 2.76 -6.08  O64 0.957
66 H -1.30 2.05 -4.88  O64 0.957
67 O -0.84 5.64 -2.89  H68 0.957, H69 0.957
68 H -0.35 4.87 -2.60  O67 0.957
69 H -0.23 6.37 -2.78  O67 0.957
70 O 3.31 2.93 -3.52  H71 0.957, H72 0.957
71 H 3.73 2.44 -2.82  O70 0.957
72 H 3.08 3.77 -3.12  O70 0.957
73 O -0.85 -4.59 -3.00  H74 0.957, H75 0.957
74 H -1.67 -4.91 -2.61  O73 0.957
75 H -0.66 -3.78 -2.53  O73 0.957
76 O -3.98 -0.82 -4.08  H77 0.957, H78 0.957
77 H -3.25 -0.96 -3.47  O76 0.957
78 H -3.56 -0.68 -4.93  O76 0.957
79 O -0.07 -2.44 -0.93  H80 0.957, H81 0.957
80 H 0.05 -1.54 -0.62  O79 0.957
81 H 0.53 -2.96 -0.39  O79 0.957
82 O 3.44 -0.90 -1.77  H83 0.957, H84 0.957
83 H 3.14 -1.66 -1.27  O82 0.957
84 H 4.39 -0.99 -1.81  O82 0.957
85 O 0.81 -3.44 3.41  H86 0.957, H87 0.957
86 H 1.05 -2.59 3.03  O85 0.957
87 H -0.05 -3.28 3.82  O85 0.957

---

Here is the molecule H5N2OPS2 from OMol25. Energies are from the ωB97M-V functional and the def2-TZVPD basis.

Results
Energy: -36068.7524 eV
Structure (SMILES): NN[P@@](O)(=S)S

Bonds (Å) are listed after each position.
Element x y z (Å)
1 N -1.77 -0.73 -0.53  N2 1.435, H7 1.008, H8 1.034
2 N -0.35 -0.94 -0.60  N1 1.435, P4 1.637, H9 0.990
3 O 0.30 0.03 1.58  P4 1.630, H10 1.011
4 P 0.81 0.04 0.03  N2 1.637, O3 1.630, S5 2.037, S6 2.086
5 S 2.78 -0.40 -0.24  P4 2.037
6 S 0.26 2.00 -0.43  P4 2.086, H11 1.357
7 H -2.10 -1.36 0.18  N1 1.008
8 H -1.99 0.21 -0.16  N1 1.034
9 H -0.24 -1.82 -1.03  N2 0.990
10 H 0.87 0.59 2.19  O3 1.011
11 H 1.43 2.39 -0.99  S6 1.357